(1)
ORCA calculation (ωB97M-V/def2-TZVPD) on a 6-piece molecular cluster, C38H43BrF5IN2O18 overall.

The geometry in XYZ format:
```
108
Properties=species:S:1:pos:R:3:forces:R:3
C 0.383 1.081 3.165 -0.209 0.222 -0.024
C -0.387 1.471 2.153 0.281 -0.056 0.159
C -0.217 0.927 0.779 0.164 0.682 0.234
C -0.755 -0.293 0.450 -0.015 0.138 -0.029
C -1.559 -1.094 1.442 -0.011 -0.659 -0.182
C -2.789 -1.812 0.840 0.104 0.410 0.329
C -3.593 -0.948 -0.127 -0.614 -0.652 0.053
C -4.285 0.208 0.533 -0.066 0.236 0.487
O -3.982 0.657 1.611 0.006 -0.066 -0.213
O -5.269 0.761 -0.224 0.787 -0.162 -0.570
C -4.985 2.162 -0.462 -0.593 0.605 -0.007
C -5.610 2.637 -1.766 -0.303 -0.305 -0.188
C -0.547 -0.801 -0.860 0.009 -0.028 0.332
C 0.125 -0.122 -1.832 -0.013 -0.356 -0.240
C 0.266 -0.721 -3.211 0.144 -0.001 -0.193
C 1.669 -0.606 -3.833 -0.128 0.493 -0.377
C -0.848 -0.179 -4.147 -0.376 -0.836 0.400
C -2.115 -1.060 -4.079 0.071 -0.208 -0.169
C -2.183 -2.128 -5.191 -0.638 0.142 0.140
C 0.634 1.157 -1.503 0.128 0.284 -0.282
N 1.261 1.884 -2.463 -0.140 -0.010 0.267
C 1.751 3.043 -2.135 0.303 0.032 -0.030
C 2.450 3.806 -3.235 -0.044 -0.353 -0.431
C 1.451 4.738 -3.892 -0.139 0.751 0.139
O 1.116 5.808 -3.506 0.196 -0.526 -0.133
Br 0.639 3.998 -5.515 0.054 -0.036 0.129
C 1.618 3.516 -0.797 0.177 0.585 0.082
I 2.487 5.370 -0.244 -0.022 0.015 0.030
N 0.999 2.889 0.145 0.080 -0.321 -0.554
C 0.484 1.672 -0.201 -0.292 -0.271 0.257
H 1.382 0.692 3.029 -0.275 -0.744 -0.136
H 0.018 1.131 4.185 0.358 0.808 0.091
H -1.186 2.182 2.343 -0.527 -0.553 -0.017
H -0.897 -1.853 1.872 -0.017 0.017 0.074
H -1.904 -0.482 2.266 0.123 0.191 -0.065
H -3.442 -2.056 1.682 -0.008 -0.055 -0.009
H -2.533 -2.774 0.396 0.116 0.134 -0.254
H -4.363 -1.558 -0.608 -0.018 0.088 -0.072
H -3.000 -0.535 -0.944 0.029 0.049 -0.003
H -3.907 2.314 -0.505 0.039 -0.119 0.209
H -5.399 2.739 0.362 0.190 -0.049 0.145
H -6.124 3.581 -1.621 -0.013 0.013 0.026
H -4.865 2.801 -2.541 0.027 -0.118 -0.019
H -6.339 1.911 -2.128 0.033 -0.055 0.038
H -0.947 -1.779 -1.099 0.032 -0.055 0.021
H 0.059 -1.789 -3.099 0.020 -0.019 0.103
H 1.660 0.178 -4.593 0.075 0.078 0.072
H 2.445 -0.318 -3.127 0.035 -0.283 0.089
H 1.942 -1.518 -4.360 -0.046 -0.052 0.226
H -1.124 0.837 -3.870 0.330 0.190 -0.236
H -0.480 -0.244 -5.170 0.036 0.467 -0.053
H -2.151 -1.595 -3.126 -0.048 0.213 0.143
H -3.020 -0.452 -4.112 0.062 0.120 -0.067
H -1.921 -3.120 -4.826 0.330 0.022 -0.121
H -1.584 -1.863 -6.060 0.164 -0.093 0.050
H -3.213 -2.213 -5.544 0.013 -0.062 -0.031
H 2.780 3.084 -3.977 -0.023 -0.086 0.082
H 3.327 4.353 -2.898 -0.191 0.298 0.129
O -4.209 4.817 -0.725 0.089 0.408 0.056
C -3.253 5.167 -0.117 0.077 -0.050 -0.129
O -1.989 4.772 -0.393 -0.002 0.020 0.086
C -1.097 5.490 0.467 0.162 -0.061 0.087
C -2.013 5.870 1.609 0.030 0.209 -0.153
F -1.677 7.059 2.162 -0.061 0.016 -0.018
O -3.270 5.993 0.963 -0.001 -0.278 0.100
H -0.720 6.372 -0.053 -0.080 0.080 0.073
H -0.262 4.863 0.770 -0.199 -0.152 -0.045
H -2.089 5.120 2.398 0.024 0.075 0.085
O 1.939 -0.683 4.905 0.139 -0.083 0.134
C 1.051 -1.356 5.305 -0.069 0.112 -0.110
O 0.435 -1.197 6.499 -0.048 -0.097 -0.045
C -0.681 -2.092 6.544 -0.098 -0.007 0.206
C -0.280 -3.150 5.538 -0.194 0.453 -0.415
F -1.361 -3.663 4.891 0.048 0.040 -0.024
O 0.494 -2.389 4.618 0.157 -0.189 0.141
H -1.582 -1.564 6.223 0.006 -0.079 -0.148
H -0.823 -2.478 7.546 0.215 0.061 0.077
H 0.321 -3.962 5.926 -0.030 -0.114 0.010
O 0.071 -4.686 7.942 -0.090 -0.148 0.213
C -0.819 -5.375 8.322 0.045 0.087 -0.033
O -1.428 -5.251 9.519 -0.068 -0.093 -0.032
C -2.538 -6.159 9.548 -0.059 -0.018 0.213
C -2.130 -7.179 8.507 -0.190 0.114 -0.135
F -3.193 -7.694 7.852 0.026 0.039 -0.046
O -1.358 -6.396 7.610 0.204 -0.160 0.204
H -3.447 -5.633 9.253 -0.012 -0.070 -0.115
H -2.668 -6.579 10.540 0.181 0.084 0.053
H -1.516 -7.997 8.887 -0.059 -0.071 -0.045
O 5.070 0.109 -2.525 0.041 -0.063 -0.075
C 5.393 1.067 -1.911 0.103 -0.010 -0.023
O 5.950 1.049 -0.677 -0.025 0.116 -0.035
C 6.328 2.387 -0.333 0.040 -0.026 0.212
C 5.417 3.203 -1.221 0.187 -0.043 -0.147
F 5.990 4.364 -1.620 -0.024 -0.037 -0.061
O 5.250 2.354 -2.346 -0.236 -0.076 0.193
H 7.377 2.547 -0.585 -0.030 0.088 -0.096
H 6.176 2.572 0.726 -0.104 -0.176 0.009
H 4.437 3.424 -0.791 0.136 0.054 0.001
O 2.263 -3.358 -5.723 -0.023 -0.129 -0.118
C 3.446 -3.358 -5.697 -0.033 0.084 -0.103
O 4.230 -4.452 -5.856 0.080 0.078 0.045
C 5.593 -4.018 -5.898 0.116 -0.181 0.038
C 5.521 -2.687 -5.179 -0.007 0.083 -0.181
F 6.420 -1.799 -5.666 -0.039 0.023 -0.034
O 4.213 -2.251 -5.494 -0.011 -0.149 0.220
H 5.903 -3.890 -6.936 0.019 0.134 0.015
H 6.243 -4.738 -5.410 -0.163 -0.094 0.064
H 5.630 -2.744 -4.095 0.082 0.104 0.002
```
Forces are in eV/Å.

Summary:
max |F|: 1.0 eV/A
HOMO-LUMO gap: 8.250 eV

(2)
ORCA calculation (ωB97M-V/def2-TZVPD) on C38H43BrN3Sr as an isolated structure.

The geometry in XYZ format:
```
86
Properties=species:S:1:pos:R:3:forces:R:3
Sr 0.380 0.179 -1.150 -0.409 4.115 -0.835
C -3.320 1.136 2.166 0.107 0.026 -0.105
C -2.471 2.208 1.516 0.021 -0.058 -0.014
C -1.292 2.642 2.126 -0.043 -0.033 0.001
C -0.768 1.944 3.363 -0.048 0.033 -0.131
C -0.570 3.714 1.585 0.023 0.062 0.012
C 0.686 4.168 2.295 -0.077 -0.056 -0.092
C -1.024 4.343 0.424 -0.053 -0.007 0.009
C -0.258 5.459 -0.246 -0.056 -0.103 0.058
C -2.195 3.891 -0.199 -0.004 0.021 0.147
C -2.710 4.587 -1.431 0.101 -0.054 0.046
C -2.881 2.789 0.311 -0.020 0.023 -0.010
C -4.022 2.201 -0.488 0.089 0.035 0.103
H -3.017 0.132 1.850 -0.047 -0.026 0.037
H -4.369 1.267 1.905 -0.003 -0.044 0.000
H -3.251 1.189 3.251 -0.001 -0.036 0.005
H -1.009 2.502 4.274 0.045 -0.039 0.037
H 0.317 1.844 3.311 0.016 0.006 0.056
H -1.181 0.943 3.462 0.008 -0.003 0.025
H 1.532 3.532 2.014 0.045 0.043 0.053
H 0.564 4.119 3.377 0.031 -0.024 0.013
H 0.943 5.195 2.049 0.029 -0.004 0.017
H -0.802 6.406 -0.185 0.031 0.031 -0.035
H -0.120 5.201 -1.298 0.025 0.074 -0.015
H 0.726 5.609 0.190 0.009 0.007 -0.040
H -2.217 4.173 -2.316 -0.057 0.025 -0.029
H -2.495 5.655 -1.397 -0.010 0.018 -0.017
H -3.787 4.466 -1.533 -0.003 -0.001 -0.039
H -4.937 2.796 -0.399 -0.023 -0.017 -0.041
H -4.242 1.183 -0.178 -0.007 -0.009 -0.047
H -3.733 2.158 -1.538 -0.070 -0.023 -0.018
C -0.631 -2.639 2.202 -0.107 0.060 -0.006
C -1.483 -3.561 1.610 -0.048 0.039 -0.016
C -2.004 -3.304 0.358 0.024 0.016 0.123
C -1.684 -2.110 -0.305 -0.315 -0.184 0.375
N -0.864 -1.228 0.290 -0.897 -0.885 0.798
C -0.350 -1.494 1.482 -0.229 -0.017 0.527
C -2.199 -1.746 -1.641 -0.426 0.185 -0.504
C -3.001 -2.651 -2.355 0.054 -0.135 0.204
C -3.462 -2.329 -3.617 -0.004 -0.036 -0.068
C -3.120 -1.098 -4.169 -0.049 0.051 -0.029
C -2.328 -0.212 -3.452 -0.036 -0.009 0.037
C -1.828 -0.486 -2.167 -0.641 -0.596 -0.141
H -0.191 -2.808 3.175 0.010 0.020 -0.005
H -1.744 -4.475 2.130 0.033 -0.031 -0.036
H -2.660 -4.029 -0.099 -0.010 0.026 -0.042
H 0.330 -0.744 1.878 -0.011 -0.032 0.043
H -3.257 -3.625 -1.950 -0.043 0.011 -0.002
H -4.074 -3.031 -4.171 0.007 -0.005 0.010
H -3.466 -0.845 -5.167 -0.019 0.019 0.019
H -2.072 0.742 -3.907 0.039 -0.016 -0.016
C 1.974 -2.153 -3.025 -0.022 -0.080 -0.217
C 0.808 -2.551 -2.119 0.403 -0.426 -0.133
C 1.265 -3.323 -0.911 0.042 0.108 0.048
C 1.074 -4.685 -0.761 0.107 0.028 -0.084
C 1.552 -5.335 0.369 -0.029 -0.073 0.038
C 2.217 -4.614 1.346 0.026 -0.098 -0.013
C 2.420 -3.243 1.231 -0.056 0.216 -0.148
C 3.080 -2.483 2.354 0.101 -0.016 -0.082
C 4.605 -2.621 2.376 -0.084 0.027 0.060
C 1.930 -2.590 0.087 0.421 -0.585 -0.014
N 1.991 -1.208 -0.106 0.896 -0.780 0.833
C 3.126 -0.599 -0.237 0.525 -0.164 0.229
C 3.271 0.784 -0.415 0.437 0.128 0.049
C 4.497 1.472 -0.561 -0.038 -0.007 0.010
C 4.163 2.812 -0.654 0.178 0.047 0.003
C 2.757 2.871 -0.573 -0.170 -0.132 -0.006
N 2.212 1.666 -0.432 0.698 0.385 0.625
H 1.626 -1.543 -3.862 0.015 -0.013 -0.007
H 2.467 -3.039 -3.428 -0.058 -0.019 -0.033
H 2.729 -1.592 -2.479 0.027 0.056 -0.058
H 0.067 -3.112 -2.688 -0.067 0.044 0.049
H 0.314 -1.659 -1.761 -0.236 -1.873 -0.792
H 0.552 -5.236 -1.535 -0.028 0.005 0.018
H 1.385 -6.398 0.494 0.034 0.002 0.000
H 2.574 -5.126 2.235 -0.006 0.029 0.013
H 2.682 -2.848 3.305 -0.022 0.025 -0.003
H 2.824 -1.425 2.275 -0.052 0.000 0.057
H 4.900 -3.669 2.455 0.015 0.000 0.000
H 5.023 -2.076 3.225 0.038 -0.038 0.000
H 5.049 -2.215 1.468 0.012 -0.018 -0.025
H 4.056 -1.179 -0.237 0.001 0.024 -0.011
H 5.478 1.018 -0.594 0.001 0.031 0.008
H 4.839 3.645 -0.774 -0.030 0.015 -0.012
H 2.123 3.742 -0.647 0.009 0.007 -0.038
Br -0.017 2.550 -2.657 -0.071 0.681 -0.787
```
Forces are in eV/Å.

Summary:
max |F|: 4.2 eV/A
charge: -1
HOMO-LUMO gap: 6.696 eV